Entry 1:
A cluster of 6 separate species, C5H20NO7 in total, computed with the ωB97M-V functional and the def2-TZVPD basis.

HOMO energy (alpha / beta)	-0.369 / -0.369	Eh
frontier orbital gap (alpha / beta)	0.3721 / 0.1889	hartree
total charge	0
2S+1	2

XYZ file:
```
33
Properties=species:S:1:pos:R:3:mulliken_charge:R:1
C -1.310 0.277 -1.040 -0.176
O -1.122 1.604 -1.292 -0.629
C -1.399 -0.073 0.536 0.228
C 0.007 -0.485 1.084 -0.308
C -0.028 -1.730 1.923 -1.024
C -0.853 -2.898 1.312 -0.026
O -0.429 -3.494 0.362 -0.456
N -1.728 1.134 1.281 -0.482
H -2.219 -0.041 -1.615 0.356
H -0.427 -0.286 -1.339 -0.021
H -2.067 -0.904 0.720 0.478
H 0.687 -0.683 0.234 0.111
H 0.442 0.344 1.655 0.356
H -0.390 -1.687 2.970 0.352
H 0.971 -2.125 2.105 0.455
H -1.699 -3.187 1.985 0.354
H -2.670 1.496 1.254 0.400
H -1.147 1.884 0.906 0.385
H -3.131 2.284 -1.502 0.345
H -3.291 1.989 -0.168 0.177
O -3.871 2.322 -0.875 -0.652
H -0.247 1.965 -0.675 0.440
H 0.661 3.274 -0.380 0.246
O 0.620 2.479 0.173 -0.982
H 3.597 0.146 -0.117 0.424
H 3.478 -0.740 -1.340 0.309
O 4.072 -0.579 -0.597 -0.671
H 1.573 -0.859 -2.116 0.312
H 1.493 -2.427 -2.278 0.334
O 1.905 -1.619 -2.595 -0.661
H 2.036 1.917 0.390 0.424
H 3.501 2.177 0.518 0.319
O 2.885 1.449 0.705 -0.714
```



Entry 2:
The molecule C6H8ClN3O, computed with the ωB97M-V functional and the def2-TZVPD basis.

HOMO energy	-0.300	Eh
structure (SMILES)	O=c1cc(NCl)n2n1CCC2
frontier orbital gap	0.3072	hartree
total charge	0

XYZ file:
```
19
Properties=species:S:1:pos:R:3:mulliken_charge:R:1
O -1.174 0.345 2.749 -0.715
C -0.361 0.482 1.842 0.399
C 1.056 0.556 1.789 -0.755
C 1.342 0.532 0.425 0.546
N 2.557 0.536 -0.174 -0.330
Cl 3.826 1.229 0.826 -0.116
N 0.282 0.348 -0.333 -0.001
N -0.829 0.341 0.518 0.021
C -1.998 -0.343 -0.004 -0.423
C -1.463 -0.703 -1.392 -0.685
C 0.088 -0.690 -1.300 -0.499
H 1.805 0.898 2.507 0.363
H 2.769 0.927 -1.054 0.319
H -2.800 0.355 -0.307 0.156
H -2.257 -1.038 0.820 0.356
H -1.931 -0.070 -2.141 0.347
H -1.847 -1.625 -1.811 0.404
H 0.547 -1.579 -0.656 0.345
H 0.387 -0.503 -2.305 0.268
```



Entry 3:
The molecule C12H15FN4O, computed with the ωB97M-V functional and the def2-TZVPD basis.

HOMO energy	-0.321	Eh
structure (SMILES)	CCCNC1=N[C@H](c2ccc(F)cc2)NC(=O)N1
frontier orbital gap	0.3419	hartree
total charge	0

XYZ file:
```
33
Properties=species:S:1:pos:R:3:mulliken_charge:R:1
C 2.631 2.634 -3.479 -1.023
C 1.499 1.644 -3.827 -0.499
C 0.532 1.312 -2.606 -0.492
N 1.307 0.519 -1.595 -0.241
C 0.516 -0.289 -0.737 0.354
N -0.810 -0.135 -0.597 -0.554
C -1.543 -1.026 0.343 -0.206
C -1.682 -0.590 1.759 0.571
C -0.666 0.278 2.369 -0.412
C -0.683 0.411 3.774 -0.399
C -1.671 -0.164 4.562 0.301
F -1.590 -0.025 5.899 -0.305
C -2.596 -1.008 3.933 -0.331
C -2.613 -1.230 2.620 -0.791
N -0.834 -2.301 0.469 -0.039
C 0.498 -2.349 0.285 0.199
O 0.926 -3.537 0.408 -0.728
N 1.245 -1.273 -0.167 -0.141
H 3.422 2.658 -4.282 0.322
H 2.302 3.718 -3.533 0.267
H 3.103 2.428 -2.506 0.294
H 1.968 0.674 -4.132 0.287
H 1.089 1.931 -4.841 0.348
H -0.275 0.687 -3.079 0.249
H 0.183 2.160 -2.035 0.334
H 2.114 -0.042 -1.916 0.282
H -2.548 -1.215 -0.093 0.459
H 0.091 0.717 1.740 0.350
H 0.074 1.211 4.165 0.230
H -3.500 -1.387 4.538 0.243
H -3.354 -1.858 2.258 0.479
H -1.298 -3.076 0.883 0.254
H 2.163 -1.479 -0.580 0.340
```



Entry 4:
The molecule C5H10O, computed with the ωB97M-V functional and the def2-TZVPD basis.

HOMO energy	-0.350	Eh
structure (SMILES)	CC(=O)C(C)C
frontier orbital gap	0.3860	hartree
total charge	0

XYZ file:
```
16
Properties=species:S:1:pos:R:3:mulliken_charge:R:1
C 2.135 0.396 0.143 -1.216
C 0.920 -0.485 0.011 0.578
O 0.991 -1.681 -0.109 -0.559
C -0.416 0.249 0.035 0.687
C -1.098 0.055 -1.321 -1.456
C -1.281 -0.324 1.159 -1.475
H 2.095 0.926 1.093 0.315
H 3.044 -0.197 0.095 0.363
H 2.136 1.136 -0.655 0.314
H -0.248 1.316 0.208 0.278
H -2.077 0.529 -1.323 0.410
H -0.500 0.490 -2.119 0.347
H -1.221 -1.007 -1.521 0.328
H -1.392 -1.397 1.025 0.320
H -0.820 -0.143 2.128 0.353
H -2.266 0.137 1.151 0.413
```



Listing energy above the lowest of the compared OMol25 structures with the same formula, charge and spin for the structures above in their given order: 130.3; 127.0; 137.5; 1.7 kJ/mol.